A 11-piece molecular cluster, C43H73BN6O12 overall in a non-equilibrium geometry, computed with the ωB97M-V functional and the def2-TZVPD basis.

XYZ file:
```
135
Properties=species:S:1:pos:R:3:forces:R:3:lowdin_charge:R:1
C 5.339635 0.419016 26.789704 -0.18 -1.14 0.51 -0.116
C 6.514992 1.037735 27.534110 0.24 0.57 0.49 -0.240
C 6.720936 0.389993 28.983575 0.39 0.67 -1.04 -0.141
C 7.948964 0.981825 29.743521 0.64 -0.03 0.40 -0.094
N 8.334900 0.316158 31.089601 -2.38 -2.09 -0.46 -0.181
C 9.569518 0.767985 31.767219 -0.63 2.74 2.15 -0.136
C 10.733677 -0.236192 31.753203 -1.65 2.34 -0.77 -0.111
C 9.902184 -1.510138 31.683188 1.54 -0.15 0.23 -0.138
C 8.710486 -1.143976 30.844864 0.08 -0.35 -0.88 -0.099
C 7.061661 0.294113 32.086245 0.44 0.89 -0.56 -0.052
C 6.532593 1.724551 32.487152 1.82 -1.51 -0.30 -0.232
C 5.306934 1.643496 33.292745 -1.99 0.25 1.07 -0.121
H 5.208537 0.649415 25.732431 0.46 0.24 0.10 0.077
H 4.387925 0.645087 27.270573 0.03 0.33 0.14 0.073
H 5.410359 -0.664264 26.887724 0.03 -0.22 -0.32 0.072
H 6.340329 2.112712 27.489108 -0.13 0.27 0.99 0.100
H 7.456568 1.016120 26.985410 0.08 -0.76 -0.14 0.102
H 6.983995 -0.650343 28.792239 0.04 -0.14 -0.08 0.108
H 5.754759 0.317345 29.482890 0.14 0.57 0.38 0.106
H 8.051777 2.041776 29.975964 -0.99 0.17 -0.20 0.123
H 8.793546 0.822112 29.073233 0.22 -0.25 0.12 0.129
H 9.215647 0.896486 32.790138 0.18 -0.52 0.44 0.125
H 9.696956 1.834582 31.582235 0.66 -0.05 -0.90 0.137
H 11.359256 0.013408 32.610194 -0.07 -0.63 0.06 0.129
H 11.303877 0.002992 30.855557 0.28 -0.74 -0.07 0.115
H 9.657987 -1.910730 32.667058 0.12 -0.13 -0.11 0.134
H 10.579993 -2.125924 31.092017 -0.65 -1.06 0.35 0.106
H 7.847120 -1.797627 30.969105 0.09 0.08 -0.22 0.141
H 9.121912 -1.149397 29.835506 -0.58 -0.23 -0.27 0.135
H 7.320695 -0.503560 32.782466 0.25 0.70 0.83 0.122
H 6.163209 -0.133235 31.640983 0.46 -0.24 -1.01 0.116
H 6.284621 2.165100 31.521477 0.46 0.66 0.22 0.109
H 7.158589 2.305505 33.164435 1.00 0.05 -0.97 0.114
H 5.312986 0.853801 34.044041 -0.11 -0.28 -0.24 0.087
H 4.401340 1.640039 32.686122 -0.10 -0.53 0.11 0.086
H 5.223694 2.554994 33.884643 -0.08 0.12 -0.02 0.083
O 8.279809 -5.580319 34.707297 2.38 0.67 -4.23 0.072
C 8.874358 -5.501293 33.592955 -3.58 -0.46 3.13 -0.306
O 10.116624 -5.715637 33.321436 0.55 0.15 -0.03 0.251
B 10.366757 -5.727606 31.855593 -0.29 0.02 0.22 -0.834
O 9.006247 -5.425795 31.273568 0.00 0.07 0.42 0.188
C 8.085872 -5.243410 32.235722 0.98 -0.20 -0.02 -0.338
O 6.923844 -4.955471 32.074351 1.05 -0.14 0.23 0.113
O 10.846011 -7.103248 31.477938 -2.29 -0.75 1.20 0.239
C 11.860404 -7.128910 30.731861 2.59 -1.94 -3.34 -0.400
O 12.378839 -8.094861 30.112275 -1.38 2.95 2.32 0.081
C 12.330738 -5.676195 30.596727 2.33 4.43 -0.72 -0.190
O 11.440331 -4.846626 31.419908 1.58 -2.24 -2.11 0.168
O 13.287701 -5.185743 29.953828 -3.95 -2.07 2.60 0.110
N 7.556216 -7.875285 29.697381 0.27 1.56 0.91 0.002
C 6.492944 -7.100233 29.316200 -0.89 -1.51 -1.45 -0.099
C 5.950484 -7.740298 28.151508 1.01 1.35 2.09 -0.095
C 6.823735 -8.802119 27.881283 -0.38 -1.06 -0.98 -0.139
C 7.806122 -8.865874 28.834038 -0.41 -0.70 -0.16 -0.150
H 8.089098 -7.753259 30.546645 -0.14 0.16 -0.13 0.113
H 6.165113 -6.248227 29.893273 0.10 -0.14 -0.02 0.087
H 5.020111 -7.502998 27.657039 0.24 0.16 -0.09 0.080
H 6.676605 -9.528560 27.095771 0.14 0.05 -0.05 0.088
H 8.533133 -9.628852 29.070074 0.07 0.18 -0.29 0.091
N 8.455181 -10.653491 32.748699 -0.91 -0.19 0.59 0.010
C 7.440413 -10.021484 32.076281 0.24 0.04 0.96 -0.130
C 7.133144 -8.884709 32.830139 -1.45 -0.55 -2.57 -0.129
C 7.917889 -8.862951 33.950400 0.73 -0.24 1.86 -0.115
C 8.686038 -10.004124 33.932051 0.97 -0.11 -0.41 -0.114
H 8.797603 -11.573539 32.511286 0.13 0.31 0.03 0.132
H 6.901023 -10.579357 31.325117 0.15 0.53 -0.35 0.113
H 6.347770 -8.203983 32.536535 0.01 0.11 0.19 0.098
H 7.833229 -8.173151 34.777094 0.24 0.07 -0.13 0.097
H 9.471082 -10.362254 34.581538 -0.13 0.14 0.09 0.109
N 12.041427 -11.162349 30.989058 -0.91 2.07 -0.67 0.025
C 10.753052 -10.685585 30.652434 1.12 -0.95 0.51 -0.139
C 10.058465 -11.770684 30.245129 0.12 -1.05 -0.46 -0.149
C 10.964117 -12.875799 30.216096 -0.18 -1.30 -0.89 -0.127
C 12.198089 -12.492134 30.647339 -0.38 2.00 0.48 -0.123
H 12.768089 -10.503220 31.229055 0.13 -0.29 0.07 0.107
H 10.361904 -9.678903 30.650293 0.73 0.07 0.60 0.091
H 9.013741 -11.817052 29.975296 0.08 0.09 -0.16 0.089
H 10.778566 -13.819850 29.725441 -0.21 -0.15 0.35 0.087
H 13.208436 -12.866768 30.719728 -0.38 -0.57 -0.05 0.113
N 12.999044 -10.485755 27.330900 -0.59 -0.18 0.36 0.030
C 13.805191 -9.436827 27.199193 1.37 1.90 1.03 -0.161
C 14.454199 -9.502290 25.988442 0.31 0.83 0.21 -0.116
C 13.979038 -10.648103 25.330230 -0.10 0.04 -0.12 -0.113
C 13.074359 -11.178913 26.196225 -1.20 -2.91 -0.91 -0.182
H 12.487400 -10.765373 28.155599 -0.04 0.23 -0.16 0.140
H 13.872315 -8.748419 28.028640 0.19 0.18 -0.22 0.097
H 15.170768 -8.787831 25.611002 -0.05 -0.02 0.11 0.087
H 14.256336 -11.023831 24.356407 -0.12 0.04 0.12 0.091
H 12.445378 -12.053644 26.121164 0.16 -0.11 -0.28 0.109
N 14.553804 -8.725175 32.405663 -2.61 1.00 -0.27 -0.021
C 15.810437 -9.030439 32.265372 3.39 -0.37 0.22 -0.168
C 16.235398 -9.776401 33.368732 0.33 -0.13 -2.07 -0.118
C 15.112194 -9.974072 34.128051 -3.15 0.61 0.76 -0.114
C 13.980578 -9.309346 33.508289 2.73 -0.42 1.18 -0.089
H 14.175761 -7.984087 31.832966 -0.51 -0.45 0.01 0.130
H 16.385832 -8.611201 31.453232 -0.04 -0.18 -0.03 0.116
H 17.172702 -10.310094 33.423801 0.06 0.32 0.28 0.093
H 15.106316 -10.464874 35.090064 -0.29 -0.18 -0.13 0.086
H 13.004379 -9.012150 33.861995 0.08 -0.28 -0.06 0.101
C 8.089767 -4.913758 39.567684 -0.11 0.68 1.06 -0.102
C 7.864853 -4.793210 38.094470 1.55 -0.80 -2.12 -0.291
O 7.940115 -6.058502 37.331431 -0.58 0.89 1.95 -0.112
H 8.397178 -3.968684 40.015383 -0.62 0.88 -0.47 0.065
H 9.001825 -5.397940 39.916707 -0.35 -1.26 -0.61 0.077
H 7.186245 -5.176973 40.117656 0.25 -0.58 0.07 0.072
H 8.692740 -4.222621 37.673602 0.23 0.39 0.15 0.101
H 6.989822 -4.231602 37.767311 -0.47 -0.16 0.57 0.101
H 8.091124 -5.780699 36.424990 0.08 -0.16 -0.27 -0.008
C 4.383459 -4.126128 34.545923 -1.58 -0.73 1.13 -0.092
C 4.977967 -2.748928 34.667857 0.57 -1.56 -1.60 -0.291
O 6.269513 -2.860816 34.051991 0.59 1.53 0.53 -0.116
H 4.722474 -4.792092 35.339439 0.43 -0.06 -0.17 0.082
H 4.492055 -4.631060 33.586048 0.40 0.33 -0.12 0.079
H 3.305750 -4.097348 34.706641 -0.26 0.16 0.02 0.072
H 5.061711 -2.454292 35.713933 0.11 0.25 -0.17 0.111
H 4.366133 -2.076474 34.066543 -0.02 0.51 0.30 0.097
H 6.314631 -3.650408 33.507832 -0.14 -0.34 -0.04 0.014
C 14.500872 -2.563530 31.911165 0.04 0.01 -1.14 -0.089
C 14.782576 -1.096849 32.008449 -0.01 1.41 -0.09 -0.285
O 14.228155 -0.270876 30.896503 0.50 -1.15 1.31 -0.101
H 15.027948 -3.090183 31.115589 0.30 0.18 -0.04 0.074
H 13.456717 -2.626035 31.604699 -0.24 -0.49 0.62 0.060
H 14.765065 -3.043139 32.853652 -0.47 -0.09 0.01 0.087
H 15.826535 -0.836131 32.182437 0.25 -0.19 -0.47 0.107
H 14.328710 -0.765983 32.942592 -0.47 0.36 -0.15 0.097
H 14.973836 0.050587 30.384414 0.02 -0.06 -0.03 0.067
C 12.457614 -1.202290 26.651321 1.40 0.48 0.16 -0.085
C 12.795131 -2.364679 27.597744 -0.39 0.59 -0.41 -0.306
O 11.848190 -2.367433 28.644348 -0.71 0.14 0.39 -0.096
H 13.238086 -1.137272 25.893210 -0.16 -0.55 -0.53 0.068
H 12.667309 -0.240703 27.119813 -0.50 0.05 0.64 0.062
H 11.476802 -1.144976 26.179277 0.02 -0.52 0.21 0.071
H 13.784720 -2.235398 28.036030 0.22 0.17 -0.23 0.110
H 12.795324 -3.313265 27.060816 -0.11 -0.13 -0.06 0.111
H 12.167660 -2.912980 29.366791 0.16 -0.30 0.01 0.045
```
Positions in Å, forces in eV/Å.

Values from the calculation:
Lowest unoccupied orbital energy = -0.254 eV
HOMO level = -7.40 eV
Energy above the lowest of the compared OMol25 structures with the same formula, charge and spin = 66.9 kcal/mol
Total charge = 0
HOMO-LUMO gap = 7.2 eV
Energy = -2938.5039 hartree